Entry 1:
ORCA calculation (ωB97M-V/def2-TZVPD) on C31H32As2ClIN2O4W as an isolated structure at a distorted geometry.

Geometry as XYZ:
```
74
Properties=species:S:1:pos:R:3:forces:R:3
W 0.0987 -0.8061 0.5709 -0.202 0.581 -0.958
C -1.9510 1.7201 -2.9878 -0.001 -0.014 0.039
C -0.4629 1.7530 -2.8236 0.020 -0.040 -0.001
N 0.1889 2.6396 -3.5631 0.032 -0.004 0.007
C 1.5197 2.6830 -3.5708 -0.030 -0.023 -0.087
C 2.3087 1.7729 -2.8950 -0.055 0.020 0.055
C 3.8070 1.7367 -3.0302 0.008 -0.023 0.036
O 4.4295 1.7092 -1.7524 0.005 -0.042 -0.004
C 1.6442 0.8549 -2.0734 0.144 0.155 0.216
C 2.3110 -0.3298 -1.5980 0.184 -0.140 0.232
N 1.6923 -1.1366 -0.8184 -0.441 0.070 -0.241
C 1.5869 -2.5498 -0.8160 0.457 -0.245 0.464
C 2.3412 -3.5121 -1.4570 0.013 -0.003 0.051
C 1.9727 -4.8314 -1.2192 0.009 0.013 0.000
C 0.9086 -5.1470 -0.3734 -0.028 0.002 0.010
C 0.1557 -4.1519 0.2375 -0.019 -0.019 -0.072
C 0.4862 -2.8260 -0.0120 -0.112 -0.070 0.245
I -0.7061 -1.5194 3.0935 0.081 -0.123 -0.116
C 0.2472 0.8895 -1.9681 -0.053 0.114 -0.057
O -0.4455 0.1133 -1.0861 0.293 0.121 0.050
H -2.4062 2.6023 -2.5365 -0.013 0.011 0.011
H -2.4007 0.8325 -2.5526 -0.009 -0.023 0.008
H -2.1729 1.7557 -4.0533 -0.005 0.015 0.004
H 1.9688 3.4519 -4.1895 0.003 0.010 0.013
H 4.1448 2.5699 -3.6468 0.008 0.032 0.045
H 4.1108 0.8229 -3.5494 -0.012 0.020 -0.059
H 4.7838 2.5780 -1.5412 -0.002 -0.003 -0.002
H 3.2909 -0.5951 -1.9925 -0.221 -0.214 -0.346
H 3.1771 -3.2674 -2.0987 0.006 -0.014 0.004
H 2.5339 -5.6300 -1.6850 -0.008 -0.002 -0.008
H 0.6692 -6.1861 -0.1908 0.013 -0.002 0.002
H -0.6555 -4.4210 0.9027 0.021 -0.001 0.009
C -3.3314 -2.8842 1.1513 0.067 -0.103 -0.005
As -2.3093 -1.7578 -0.0313 -0.123 -0.026 -0.056
C -2.2980 -2.7233 -1.7012 0.024 0.018 -0.047
C -3.5202 -0.2881 -0.3592 0.027 0.040 -0.041
C -4.7155 -0.5042 -1.0370 -0.021 0.020 -0.027
C -5.5620 0.5634 -1.3017 0.001 -0.019 0.005
C -5.2219 1.8433 -0.8871 0.020 0.010 0.001
C -4.0385 2.0583 -0.1954 -0.048 0.009 0.020
C -3.1875 0.9915 0.0658 0.000 -0.039 0.002
As -1.6067 1.2174 1.1335 -0.476 -0.356 0.288
C -2.4274 1.4940 2.8605 0.169 0.142 0.055
C -0.8659 2.9323 0.6657 0.061 0.003 -0.056
H -4.2785 -3.0810 0.6494 -0.002 -0.025 0.014
H -3.5066 -2.3724 2.0929 -0.022 0.029 -0.016
H -2.8134 -3.8218 1.3404 -0.006 0.008 -0.006
H -3.3271 -2.8910 -2.0129 0.011 0.004 -0.035
H -1.7981 -3.6779 -1.5603 -0.007 -0.008 0.011
H -1.7706 -2.1438 -2.4566 -0.015 0.028 0.011
H -5.0023 -1.4944 -1.3692 0.018 -0.005 0.001
H -6.4890 0.3941 -1.8326 0.002 -0.001 -0.003
H -5.8804 2.6747 -1.0998 -0.003 -0.002 0.006
H -3.7905 3.0616 0.1307 0.007 -0.005 0.010
H -2.9640 0.5946 3.1484 -0.030 0.015 -0.015
H -3.1258 2.3227 2.7436 0.003 0.009 0.032
H -1.6880 1.7344 3.6222 0.018 -0.012 -0.016
H -1.5634 3.6953 1.0077 0.011 0.028 -0.040
H -0.7275 3.0021 -0.4113 -0.017 0.005 0.012
H 0.0908 3.0607 1.1644 -0.012 -0.012 0.028
Cl 5.6070 2.1418 6.1149 0.002 -0.003 -0.013
C 4.5902 1.5398 4.8753 0.022 0.017 0.025
C 3.8721 2.4410 4.0899 0.003 -0.031 -0.007
C 3.0458 1.9547 3.1018 0.023 0.009 -0.019
C 2.9395 0.5736 2.9001 0.052 0.087 -0.065
C 3.6718 -0.3209 3.6897 0.001 0.013 0.004
C 4.4998 0.1635 4.6785 -0.006 0.002 -0.004
C 2.0505 0.0589 1.8996 0.218 -0.134 -0.233
O 1.2657 0.8059 1.1712 -0.112 0.093 0.252
O 1.8856 -1.1830 1.6648 0.079 0.040 0.365
H 3.9739 3.5022 4.2652 -0.008 0.001 0.004
H 2.4846 2.6373 2.4779 -0.008 -0.005 0.002
H 3.5815 -1.3857 3.5233 -0.012 -0.002 0.004
H 5.0740 -0.5052 5.3034 -0.002 -0.002 0.001
```
Forces are in eV/Å.

**Net charge**: +2
**Energy above the lowest of the compared OMol25 structures with the same formula, charge and spin**: 0.760 eV
**HOMO level**: -14.05 eV
**Maximum force**: 1.14 eV Å⁻¹

Entry 2:
ORCA calculation (ωB97M-V/def2-TZVPD) on a 7-piece molecular cluster, C39H73BrN6O12 overall.

Geometry as XYZ:
```
131
Properties=species:S:1:pos:R:3:forces:R:3
C 1.9060 1.8548 -10.2940 -0.048 0.059 -0.113
O 1.3635 1.3836 -9.0784 0.044 0.057 0.158
C 0.1057 0.7538 -9.2264 -0.049 0.028 -0.102
C -0.2103 -0.0198 -7.9603 0.166 -0.007 0.132
C -0.6924 0.8687 -6.8081 0.101 0.057 0.033
C -1.4367 0.1046 -5.7021 0.018 -0.103 0.004
C -0.5254 -0.3123 -4.5435 0.089 -0.043 -0.087
C -0.0691 0.8740 -3.6717 -0.035 -0.092 0.004
C -0.7694 0.9151 -2.3109 -0.044 -0.059 -0.052
C -0.1734 -0.0695 -1.3098 0.116 -0.074 -0.106
C -0.8247 0.0280 0.0763 -0.175 -0.042 0.077
C 0.0641 -0.4500 1.1886 0.065 0.114 0.038
C 0.4670 -1.7188 1.3140 0.033 0.003 0.035
O 0.1162 -2.6993 0.4576 -0.127 0.020 0.081
C 1.3800 -2.1290 2.4295 -0.173 0.313 0.055
O 1.5473 -3.2937 2.6962 0.196 -0.324 -0.085
C 2.0699 -1.0621 3.2111 0.205 -0.154 -0.047
C 3.2126 -1.5342 4.0643 0.043 -0.093 0.022
C 2.7723 -2.0354 5.4320 0.388 0.075 -0.021
O 1.6567 -2.3148 5.7323 -0.319 0.019 0.101
O 3.7787 -2.1744 6.3399 -0.065 -0.099 -0.143
C 1.6494 0.1988 3.1222 0.023 0.111 0.038
C 2.2415 1.3553 3.8686 -0.080 0.059 0.031
C 1.4294 1.9483 5.0513 0.193 0.114 -0.003
C 0.9720 3.3865 4.8450 0.028 0.013 0.081
Br -0.0966 0.8486 5.5867 -0.089 -0.076 0.107
C 0.5081 0.5330 2.2134 -0.023 -0.344 -0.023
O -0.0414 1.6051 2.3295 -0.035 0.421 -0.161
H 2.5160 1.0798 -10.7747 -0.073 0.005 0.004
H 1.1256 2.1837 -10.9872 0.045 0.034 0.062
H 2.5337 2.7182 -10.0744 0.026 -0.068 -0.022
H -0.6618 1.5233 -9.4047 0.009 -0.091 -0.070
H 0.1121 0.0894 -10.1022 0.085 -0.027 0.093
H 0.7126 -0.5311 -7.6634 -0.133 -0.106 -0.040
H -0.9481 -0.7983 -8.1800 -0.060 0.143 -0.036
H -1.3187 1.6708 -7.2129 -0.048 -0.118 -0.008
H 0.1834 1.3627 -6.3732 -0.107 0.092 -0.060
H -1.8898 -0.7947 -6.1359 -0.037 0.096 0.025
H -2.2661 0.7073 -5.3159 0.080 -0.004 0.040
H -1.0469 -1.0441 -3.9168 0.051 0.031 -0.020
H 0.3425 -0.8362 -4.9596 -0.059 0.022 0.030
H -0.2675 1.8091 -4.2045 0.045 -0.043 0.001
H 1.0139 0.8301 -3.5125 -0.074 0.067 0.010
H -1.8311 0.6749 -2.4609 0.019 0.151 0.071
H -0.7183 1.9251 -1.8905 -0.021 -0.050 -0.017
H -0.2699 -1.0906 -1.6914 0.085 0.057 0.078
H 0.9039 0.1203 -1.2235 -0.090 0.046 0.023
H -1.1024 1.0632 0.2846 0.034 -0.044 0.029
H -1.7513 -0.5560 0.0842 -0.005 0.050 -0.062
H -0.8002 -3.0076 0.6270 0.106 -0.224 -0.091
H 3.6809 -2.3898 3.5649 0.002 0.035 0.069
H 3.9811 -0.7659 4.1820 -0.114 -0.003 -0.040
H 4.6382 -2.0446 5.9200 -0.043 0.093 0.006
H 2.3988 2.1628 3.1491 -0.019 -0.039 0.027
H 3.2287 1.0906 4.2449 -0.085 0.012 -0.079
H 2.0587 1.8969 5.9387 -0.023 -0.008 -0.067
H 0.8995 3.9130 5.7972 -0.106 -0.034 -0.065
H 0.0015 3.4347 4.3531 0.102 -0.039 -0.077
H 1.6949 3.9197 4.2202 -0.023 -0.011 0.070
C 6.0403 3.0877 4.3341 0.021 -0.023 -0.044
O 5.4234 2.0708 4.0706 -0.006 -0.002 0.071
N 5.8243 3.8529 5.4196 0.000 0.001 0.021
C 6.5986 5.0467 5.6859 -0.030 -0.015 -0.019
C 4.7702 3.4703 6.3432 0.005 -0.004 -0.022
H 6.8436 3.4732 3.6850 0.009 -0.011 0.012
H 7.1259 4.9647 6.6381 0.007 -0.001 -0.002
H 5.9564 5.9288 5.7178 0.003 0.005 -0.004
H 7.3337 5.1824 4.8946 0.005 0.009 0.003
H 4.9515 2.4738 6.7476 0.001 0.000 -0.003
H 3.8039 3.4640 5.8387 -0.019 0.011 0.005
H 4.7381 4.1896 7.1580 -0.002 -0.009 0.009
C 1.2677 6.0013 -10.5787 -0.017 -0.040 0.073
O 0.7661 4.9520 -10.9313 -0.020 0.016 -0.067
N 1.6061 6.2833 -9.3038 0.010 0.002 0.017
C 2.2075 7.5426 -8.9256 -0.023 -0.030 -0.007
C 1.3413 5.2807 -8.2839 0.008 0.011 -0.013
H 1.4886 6.8235 -11.2804 0.015 -0.009 0.001
H 3.1914 7.3886 -8.4776 0.005 0.004 -0.005
H 1.5807 8.0777 -8.2091 -0.001 0.008 -0.002
H 2.3260 8.1646 -9.8112 0.005 0.010 0.003
H 1.8719 4.3532 -8.4982 -0.005 -0.009 0.006
H 0.2770 5.0482 -8.2397 -0.005 0.001 0.001
H 1.6667 5.6669 -7.3206 -0.003 -0.004 0.004
C 4.2981 -7.2599 3.9149 0.024 -0.003 0.020
O 5.3361 -7.0939 4.5295 -0.021 -0.003 -0.024
N 3.2525 -6.4144 3.9400 -0.053 0.020 0.014
C 2.0430 -6.6468 3.1761 0.023 -0.005 -0.021
C 3.3455 -5.2142 4.7515 0.019 -0.045 -0.005
H 4.1256 -8.1399 3.2710 0.003 0.006 -0.003
H 1.8593 -5.8301 2.4773 0.000 0.001 0.008
H 1.1778 -6.7299 3.8372 -0.001 -0.015 0.002
H 2.1459 -7.5769 2.6183 -0.008 -0.002 0.002
H 4.1953 -4.6105 4.4251 -0.002 0.011 0.023
H 3.4976 -5.4594 5.8031 0.009 -0.029 -0.009
H 2.4272 -4.6471 4.6348 0.011 0.032 0.008
C -1.6463 6.0275 5.7548 0.035 -0.075 -0.020
O -0.4622 6.0566 6.0289 -0.012 0.077 0.017
N -2.6258 5.7870 6.6490 -0.019 0.017 0.017
C -4.0217 5.7518 6.2727 0.037 -0.015 0.009
C -2.2503 5.5375 8.0297 0.002 -0.010 -0.016
H -2.0229 6.1864 4.7303 -0.003 0.026 0.009
H -4.5935 6.5076 6.8153 -0.003 0.004 -0.006
H -4.4577 4.7719 6.4775 -0.004 -0.004 -0.008
H -4.1108 5.9514 5.2062 -0.012 0.000 -0.003
H -1.7167 6.3930 8.4447 -0.002 0.002 0.001
H -1.5964 4.6678 8.0989 -0.003 -0.006 0.000
H -3.1515 5.3571 8.6112 0.004 0.000 0.007
C -3.4031 -4.1624 0.4645 -0.052 -0.029 0.075
O -2.2230 -4.0362 0.7670 -0.032 0.116 -0.052
N -4.3953 -3.3958 0.9260 0.040 -0.020 -0.030
C -5.7757 -3.6162 0.5334 0.020 0.032 0.029
C -4.0759 -2.3237 1.8547 0.002 -0.022 0.014
H -3.7435 -4.9558 -0.2179 0.010 0.019 -0.016
H -6.1794 -2.7332 0.0359 -0.004 -0.002 -0.007
H -6.3906 -3.8352 1.4079 -0.007 -0.005 0.000
H -5.8440 -4.4549 -0.1553 -0.030 0.022 0.004
H -3.3965 -1.6052 1.3975 0.020 0.036 -0.009
H -3.5950 -2.7185 2.7499 0.002 -0.004 -0.002
H -4.9965 -1.8163 2.1315 0.004 0.001 0.006
C -7.3568 -6.5462 -2.2333 -0.055 0.015 -0.012
O -7.3745 -5.5475 -1.5367 0.069 -0.042 0.000
N -6.7093 -7.6833 -1.9173 0.015 -0.024 0.005
C -6.7260 -8.8448 -2.7818 0.006 0.028 0.019
C -5.9762 -7.7398 -0.6650 -0.014 0.011 -0.014
H -7.8848 -6.6008 -3.1992 0.003 -0.001 0.004
H -7.1679 -9.7036 -2.2730 -0.007 -0.001 -0.004
H -5.7159 -9.1099 -3.0994 0.000 0.001 -0.008
H -7.3196 -8.6251 -3.6672 0.000 -0.009 -0.006
H -6.6401 -7.5577 0.1805 -0.001 0.003 0.000
H -5.1882 -6.9857 -0.6440 0.008 -0.011 -0.004
H -5.5257 -8.7242 -0.5645 0.000 0.001 0.010
```
Forces are in eV/Å.

**SMILES**: COCCCCCCCCCC1=C(O)C(=O)C(CC(=O)O)=C(C[C@@H](C)Br)C1=O.CN(C)C=O.CN(C)C=O.CN(C)C=O.CN(C)C=O.CN(C)C=O.CN(C)C=O
**HOMO level**: -8.65 eV
**Maximum force**: 0.45 eV Å⁻¹